Model A:
C5H8ClOPS | the ωB97M-V functional and the def2-TZVPD basis

Computed properties:
- SMILES = C=C(C)C(C)=O.S=PCl
- HOMO (eV) = -9.412
- HOMO-LUMO gap (eV) = 8.253

Each line ends with the natural charge from an NBO analysis.
Positions of all 17 atoms, in Å:
1 C -0.6176 -2.0752 -1.9294  -0.298
2 C -0.7755 -1.3057 -0.8617  -0.143
3 C -2.0357 -1.1482 0.0024  -0.642
4 C 0.4378 -0.4818 -0.5050  0.581
5 C 0.3147 0.2717 0.8198  -0.711
6 O 1.4665 -0.5413 -1.0853  -0.557
7 H -1.4581 -2.5768 -2.3434  0.190
8 H 0.4036 -2.2364 -2.5175  0.233
9 H -2.3016 -0.1088 -0.0857  0.217
10 H -1.9884 -1.4521 0.9901  0.220
11 H -2.9080 -1.5808 -0.4271  0.223
12 H -0.3974 0.9945 0.7027  0.224
13 H 1.2852 0.5192 1.2821  0.243
14 H -0.1637 -0.5263 1.3959  0.218
15 S 3.9822 2.4877 -0.1020  -0.365
16 P 4.4629 0.7149 -0.5680  0.690
17 Cl 3.9330 -0.5615 0.9688  -0.323

Model B:
C5H8ClOPS | the ωB97M-V functional and the def2-TZVPD basis

Computed properties:
- HOMO (alpha / beta) (eV) = -8.884 / -8.884
- HOMO-LUMO gap (alpha / beta) (eV) = 7.279 / 7.280

Each line ends with the natural charge from an NBO analysis.
Positions of all 17 atoms, in Å:
1 C -0.9930 -0.7997 0.8889  -0.632
2 C 0.1822 -0.6190 0.2961  0.137
3 C 0.3186 0.2201 -1.0277  0.083
4 C 1.4870 -1.3138 0.6711  -0.668
5 C 0.7872 1.6160 -0.6062  -0.647
6 O -0.7559 0.1478 -1.8131  -0.678
7 P -2.4631 0.0113 0.1398  1.147
8 S -3.9731 -1.0784 -0.3968  -0.310
9 Cl -2.9132 1.8798 0.7755  -0.183
10 H -1.2012 -1.2069 1.8744  0.262
11 H 1.3350 -0.1233 -1.6029  0.157
12 H 1.6695 -2.1788 0.0196  0.248
13 H 1.5351 -1.9085 1.7035  0.218
14 H 2.3894 -0.7187 0.5621  0.237
15 H 0.0452 2.2195 0.0339  0.193
16 H 0.9102 2.1222 -1.5317  0.225
17 H 1.6401 1.7305 0.0135  0.210

It is model A that is most stable; the runner-up trails by 171.0 kJ/mol.

Model A:
C5H10Si | the ωB97M-V functional and the def2-TZVPD basis

Computed properties:
- HOMO (alpha / beta) (eV) = -8.990 / -8.832
- HOMO-LUMO gap (alpha / beta) (eV) = 8.028 / 7.899

Each line ends with the natural charge from an NBO analysis.
Positions of all 16 atoms, in Å:
1 C -2.5851 -0.7874 -0.8758  -0.443
2 C -0.2404 0.7689 -0.3229  -0.519
3 C 0.8138 0.0427 -0.2218  0.031
4 C 0.5857 -1.3433 0.3186  -0.662
5 C 2.1747 0.7131 -0.3885  -0.652
6 Si -2.0397 0.3246 0.5385  0.920
7 H -3.3728 -0.2535 -1.4680  0.112
8 H 0.3376 -1.2083 1.3738  0.228
9 H 1.5688 -1.9424 0.1609  0.216
10 H -0.3336 -1.7337 -0.0488  0.247
11 H 2.6818 0.3831 -1.3969  0.228
12 H 2.9406 0.4774 0.3437  0.222
13 H 2.0879 1.7961 -0.1667  0.225
14 H -1.6180 -0.4751 1.7947  -0.162
15 H -2.8103 1.3933 0.8885  -0.195
16 H -0.1912 1.8445 -0.5293  0.205

Model B:
C5H10Si | the ωB97M-V functional and the def2-TZVPD basis

Computed properties:
- SMILES = C[C@H]1C=C[SiH2]C1
- HOMO (eV) = -9.553
- HOMO-LUMO gap (eV) = 10.383

Each line ends with the natural charge from an NBO analysis.
Positions of all 16 atoms, in Å:
1 C 1.5992 0.3871 0.7780  -0.595
2 C 0.1090 0.6785 0.7633  -0.311
3 C -0.1868 1.2038 -0.6328  -0.110
4 C -0.5651 0.4032 -1.6241  -0.638
5 Si -1.0658 -1.3061 -1.0499  0.999
6 C -0.6262 -0.6727 0.9340  -0.720
7 H 2.0017 0.1687 1.7701  0.211
8 H 2.1698 1.2493 0.2291  0.209
9 H 1.8619 -0.6031 0.3696  0.210
10 H -0.0111 1.3030 1.6299  0.225
11 H 0.0350 2.1827 -1.0261  0.204
12 H -0.6385 0.8176 -2.5259  0.206
13 H -2.4507 -1.6828 -0.6725  -0.176
14 H -0.6457 -2.2694 -2.1761  -0.153
15 H -0.0944 -1.2712 1.7262  0.221
16 H -1.4923 -0.5886 1.5073  0.217

It is model B that is most stable; the runner-up trails by 363.6 kJ/mol.

Model A:
C6H9N7 | the ωB97M-V functional and the def2-TZVPD basis

Computed properties:
- HOMO (alpha / beta) (eV) = -7.775 / -7.192
- HOMO-LUMO gap (alpha / beta) (eV) = 8.129 / 6.592

Each line ends with the natural charge from an NBO analysis.
Positions of all 22 atoms, in Å:
1 C -1.2820 1.9368 -1.6080  0.154
2 C 0.5159 1.1518 -0.7352  0.484
3 C 2.8488 0.5143 -0.5980  -0.117
4 C -1.4186 -0.6014 1.0610  -0.070
5 C 1.4417 -0.9178 0.4390  0.207
6 C -1.9987 -1.7245 1.7300  -0.693
7 N -0.2899 2.6349 -2.0013  -0.279
8 N 0.8974 2.1749 -1.4370  -0.314
9 N 3.5204 -0.7152 -0.1069  -0.169
10 N 2.6227 -1.4326 0.5814  -0.276
11 N -0.9075 0.9342 -0.7383  -0.232
12 N -1.7089 -0.1108 -0.2132  -0.423
13 N 1.3874 0.2109 -0.3299  -0.411
14 H -2.3403 1.7483 -1.7761  0.202
15 H 3.0744 1.4433 -0.1470  0.215
16 H 2.9911 0.6422 -1.6218  0.218
17 H -0.7753 0.0461 1.6382  0.194
18 H 0.5325 -1.2655 0.9225  0.216
19 H -2.0277 -2.6396 1.1276  0.218
20 H -3.0704 -1.5802 2.0050  0.217
21 H -1.7026 -1.9444 2.7408  0.251
22 H -2.3104 -0.5054 -0.9330  0.409

Model B:
C6H9N7 | the ωB97M-V functional and the def2-TZVPD basis

Computed properties:
- SMILES = NCCNc1ccc2nnnn2n1
- HOMO (eV) = -9.295
- HOMO-LUMO gap (eV) = 8.829

Each line ends with the natural charge from an NBO analysis.
Positions of all 22 atoms, in Å:
1 N -3.2731 -1.8109 0.2444  -0.820
2 C -2.3991 -0.6446 0.6948  -0.241
3 C -2.1295 0.3242 -0.4716  -0.230
4 N -0.9578 1.1276 -0.2549  -0.612
5 C 0.3907 0.6809 -0.1155  0.375
6 C 1.3863 1.7550 0.0781  -0.254
7 C 2.7144 1.3938 0.2586  -0.150
8 C 3.1287 0.1374 -0.0063  0.213
9 N 4.2384 -0.5040 0.2539  -0.272
10 N 3.9061 -1.8277 0.0064  -0.056
11 N 2.6104 -2.0598 -0.2191  -0.040
12 N 2.1185 -0.7320 -0.2383  -0.030
13 N 0.7289 -0.5592 -0.2835  -0.273
14 H -2.6526 -2.5595 -0.3291  0.358
15 H -3.8666 -1.4343 -0.7388  0.327
16 H -2.9671 -0.0333 1.5162  0.188
17 H -1.4641 -1.0666 1.0110  0.213
18 H -2.1251 -0.3915 -1.3358  0.209
19 H -3.1078 1.0710 -0.6479  0.209
20 H -1.0195 2.1106 0.1105  0.404
21 H 1.2690 2.8493 0.0076  0.242
22 H 3.4709 2.1736 0.4592  0.240

It is model B that is most stable; the runner-up trails by 216.5 kJ/mol.